# C7H10CdN2O3

C7H10CdN2O3 as an isolated structure in a non-equilibrium geometry (ωB97M-V with the def2-TZVPD basis set, the Open Molecules 2025 dataset).

```
23
C7H10CdN2O3 (ωB97M-V with the def2-TZVPD basis set)
C -1.624 0.139 -1.937
C -2.475 0.328 -0.805
C -2.238 -0.725 0.119
C -1.440 -1.666 -0.496
C -1.054 -1.192 -1.798
Cd 1.032 -1.129 -0.362
N 1.661 1.113 -0.629
C 1.138 2.262 0.348
C -0.103 2.228 1.085
H -2.713 -0.812 1.096
H -3.002 1.248 -0.565
H -1.155 -2.656 -0.009
H -0.430 -1.711 -2.560
H -1.507 0.766 -2.823
H -0.981 2.715 0.736
H 1.319 3.387 -0.159
H 2.116 0.623 -1.540
H -0.005 1.708 2.066
H 1.932 1.860 1.022
O 3.005 -1.440 0.889
N 2.398 -2.144 1.811
O 3.069 -2.732 2.713
O 1.060 -2.171 1.800
```

Summary:
* F_max: 5.8 eV Å⁻¹
* net charge: -2
* orbital gap (alpha / beta): 0.1481 / 0.1483 Ha
* energy above the lowest of the compared OMol25 structures with the same formula, charge and spin: 34.6 kcal per mole
* total energy: -775.2827 Eh

=====

# C4H12N2S

C4H12N2S as an isolated structure in a non-equilibrium geometry (ωB97M-V with the def2-TZVPD basis set, the Open Molecules 2025 dataset).

```
19
C4H12N2S (ωB97M-V with the def2-TZVPD basis set)
C 0.212 1.107 -1.734
N -0.261 1.685 -0.465
C -0.503 0.685 0.598
C 0.775 0.610 1.421
S 0.623 -0.574 2.819
C -0.965 -0.641 -0.081
N -0.043 -1.022 -1.141
H 1.242 1.465 -1.823
H -0.444 1.335 -2.567
H 0.243 0.124 -1.606
H -1.131 2.194 -0.583
H -1.299 0.951 1.308
H 1.020 1.618 1.774
H 1.584 0.278 0.773
H 0.449 -3.715 0.679
H 0.629 -3.101 1.080
H -1.961 -0.535 -0.532
H -1.039 -1.334 0.762
H 0.870 -1.129 -0.683
```

Summary:
* spin multiplicity: 2
* F_max: 8.4 eV Å⁻¹
* net charge: -1
* orbital gap (alpha / beta): 0.2340 / 0.2309 Ha
* energy above the lowest of the compared OMol25 structures with the same formula, charge and spin: 60.8 kcal per mole
* total energy: -667.1585 Eh

=====

# C5H8O2

A single C5H8O2 molecule (ωB97M-V with the def2-TZVPD basis set, the Open Molecules 2025 dataset).

```
15
C5H8O2 (ωB97M-V with the def2-TZVPD basis set)
C -1.347 0.569 1.350
C -0.239 1.027 0.429
O 0.566 1.867 0.774
C 1.177 -1.147 0.204
O 2.359 -0.767 -0.231
C -0.194 0.429 -0.976
C 0.235 -1.064 -0.969
H -2.212 1.229 1.207
H -1.664 -0.459 1.150
H -1.011 0.660 2.385
H 2.936 -0.676 0.543
H 0.533 1.015 -1.543
H -1.181 0.526 -1.443
H -0.629 -1.714 -0.796
H 0.696 -1.318 -1.933
```

Summary:
* F_max: 0.4 eV Å⁻¹
* orbital gap: 0.3419 Ha
* energy above the lowest of the compared OMol25 structures with the same formula, charge and spin: 65.2 kcal per mole
* total energy: -345.7011 Eh

=====

# C6H13N

A single C6H13N molecule in a non-equilibrium geometry (ωB97M-V with the def2-TZVPD basis set, the Open Molecules 2025 dataset).

```
20
C6H13N (ωB97M-V with the def2-TZVPD basis set)
C 1.059 -0.342 0.725
N -0.413 -0.319 0.550
C -1.117 -0.865 -0.588
C -0.791 -2.328 -1.035
C -0.819 1.040 0.800
C 0.339 2.096 0.354
C 1.505 1.148 0.096
H 1.501 -0.301 1.705
H 1.366 -1.102 0.144
H -0.670 -0.323 -1.384
H -2.279 -0.705 -0.587
H -0.877 -2.983 -0.096
H 0.300 -2.402 -1.366
H -1.479 -2.544 -1.772
H -0.965 1.038 1.899
H -1.805 1.353 0.296
H 0.612 2.790 1.197
H 0.265 2.582 -0.617
H 2.443 1.353 0.624
H 1.827 0.814 -0.946
```

Summary:
* F_max: 5.2 eV Å⁻¹
* orbital gap: 0.3291 Ha
* energy above the lowest of the compared OMol25 structures with the same formula, charge and spin: 51.9 kcal per mole
* total energy: -291.0761 Eh
* SMILES string: CCN1CCCC1

=====

# C2O

A single C2O molecule in a non-equilibrium geometry (ωB97M-V with the def2-TZVPD basis set, the Open Molecules 2025 dataset).

```
3
C2O (ωB97M-V with the def2-TZVPD basis set)
C -1.105 -0.133 0.000
C 1.105 -0.133 0.000
O 0.000 0.265 0.000
```

Summary:
* F_max: 7.4 eV Å⁻¹
* orbital gap: 0.2782 Ha
* energy above the lowest of the compared OMol25 structures with the same formula, charge and spin: 69.6 kcal per mole
* total energy: -151.1117 Eh

=====

# C2H5NS2

A single C2H5NS2 molecule in a non-equilibrium geometry (ωB97M-V with the def2-TZVPD basis set, the Open Molecules 2025 dataset).

```
10
C2H5NS2 (ωB97M-V with the def2-TZVPD basis set)
C 0.543 -0.705 0.162
C -1.124 1.408 -0.011
N 1.100 -1.889 0.098
S 1.694 0.787 0.307
S -1.187 -0.340 0.336
H -2.158 1.820 0.226
H -1.142 1.723 -1.135
H -0.230 1.822 0.434
H 2.128 -2.001 -0.274
H 0.377 -2.625 -0.144
```

Summary:
* F_max: 6.2 eV Å⁻¹
* orbital gap: 0.3051 Ha
* energy above the lowest of the compared OMol25 structures with the same formula, charge and spin: 37.3 kcal per mole
* total energy: -930.2800 Eh
* SMILES string: CSC(N)=S

=====

Q: Which of these has the highest energy above the lowest of the compared OMol25 structures with the same formula, charge and spin?
A: C2O